Here is C49H44ClIMgN5O4PS as an isolated structure at a distorted geometry from the OMol25 dataset. Energies are from ωB97M-V with the def2-TZVPD basis set.

Results
relative energy (zero: lowest compared OMol25 entry of this formula, charge and spin)	187.5	kJ/mol
HOMO level	-0.8	eV
total charge	-2

Last column: Löwdin charge in e.
Geometry (Å):
C 1.53235 -3.07965 3.49092  -0.084
C -4.24481 0.36754 3.46615  -0.122
C -4.38778 1.89670 -3.96275  -0.092
H 1.02488 4.16930 7.18953  0.107
H -4.11396 3.97247 -4.44218  0.090
H 0.51502 -2.09372 -1.07069  0.123
H -5.45750 -4.76241 -2.39312  0.091
C 1.57955 3.12940 4.82916  -0.042
C -3.10970 3.49060 -2.62490  -0.089
C -3.59998 -3.60823 -2.63845  -0.089
H -4.57708 0.45107 4.52312  0.091
C -0.75959 -6.85142 0.66287  -0.661
H 5.49999 0.30084 0.41267  0.042
H -3.08171 -4.33374 -3.27436  0.093
O -0.67937 1.73355 0.69936  -0.357
C -1.47410 -4.46674 1.95160  -0.457
H -1.27824 3.39943 2.26904  0.112
H 0.99863 1.51036 -1.77508  0.073
H 1.28067 2.61738 -4.72714  0.131
H -6.32188 -3.15533 -0.66790  0.093
H -1.58605 4.25816 4.68125  0.089
C -4.81328 1.16830 2.48170  -0.125
H -2.60954 -0.91918 3.95901  0.085
O 1.81943 1.43430 0.74023  -0.300
H 6.98097 -0.85578 -1.43442  0.038
H -4.68593 -0.08114 -3.06457  0.086
C 1.20214 -0.85946 2.84340  -0.382
H 3.21154 4.66398 -4.52799  0.085
C -3.12654 -0.41305 3.15339  -0.145
C -3.31238 1.13518 -1.93070  -0.357
C -0.58112 3.23670 3.07586  -0.037
C 0.36819 3.68729 5.27208  -0.348
H -4.77885 1.61913 0.30288  0.089
C -4.90661 -3.85509 -2.13744  -0.108
C 0.93026 3.92668 -3.15076  -0.091
C 2.71653 -2.67553 4.08424  -0.078
C -2.72076 2.40002 -1.76457  -0.087
H -1.94164 -2.17986 -2.74943  0.124
H 1.15765 -4.05495 3.52116  0.101
C -4.17447 0.86578 -3.01492  -0.068
C 3.76802 3.85428 -4.05713  -0.094
H 0.99060 4.73620 -3.87160  0.048
C -2.92060 -2.44564 -2.24164  -0.103
N 0.21101 4.02754 6.56409  0.075
H 6.97305 2.86418 -3.24087  0.097
C -2.72477 -0.56461 1.83724  -0.200
C -4.32357 1.14345 1.16060  -0.109
C -0.71435 3.76240 4.33759  -0.024
H 1.14369 -4.20122 -2.51567  0.101
H -1.94428 2.53466 -1.00520  0.083
C 0.92604 1.42928 -2.87636  -0.084
C 0.54141 2.42455 2.84813  -0.293
C -0.61799 -5.62594 -0.06253  -0.174
H -1.63401 -7.81150 2.35445  0.097
C 5.17024 3.93087 -3.91892  -0.172
P -2.64456 -0.12708 -0.79575  1.077
H 2.49500 3.23449 5.46652  0.114
C -4.80990 -1.70568 -0.98498  -0.083
C 3.08048 2.72019 -3.59731  -0.113
C -5.44815 -2.93910 -1.26858  -0.096
H -0.57615 4.57886 6.87439  0.087
H 1.55283 4.27099 -2.33498  0.076
C -1.35536 -6.86209 1.87069  -0.218
C 4.91884 0.83023 -0.31432  -0.076
N 0.74064 -2.12282 3.05809  0.072
H -0.12657 3.97913 -2.90252  0.044
H 6.67318 1.79550 -1.23391  0.115
H -5.42192 -0.98203 -0.47607  0.106
H 7.15449 0.04799 -3.01555  0.097
H -5.00735 1.77790 -4.82140  0.075
H -2.61710 4.48120 -2.47441  0.105
I -2.14389 -5.78546 4.65739  0.811
C 6.45393 -0.20965 -2.10655  -0.092
O 3.34260 0.50969 -2.72472  -0.105
C -1.06506 -4.45698 0.60402  -0.107
C 0.57738 -4.21478 -1.60025  -0.026
C -3.27255 0.29751 0.88433  -0.423
H 5.70271 4.72947 -4.35584  0.045
C 1.67584 2.51018 3.59362  -0.084
H 5.58042 -0.71272 -2.58508  0.077
C 0.14146 -5.50151 -1.25843  -0.015
H -0.14131 1.46158 -3.12296  0.059
C -3.48442 -1.54187 -1.32206  -0.448
N -0.64287 -3.18528 0.17569  0.090
C -3.89483 3.18857 -3.71212  -0.139
S 0.53398 1.38643 1.42010  0.628
H 1.37242 0.48181 -3.18202  0.059
C 3.08431 -1.36153 4.00826  -0.124
H 4.02643 -1.03471 4.44431  0.107
Mg -0.95739 -1.80205 1.71515  0.535
C 3.88417 1.62606 -2.95737  -0.366
Cl -0.19914 -8.30619 -0.06336  0.658
C 5.87028 1.07967 -1.53014  -0.379
H 4.53689 1.73597 0.18227  0.076
C 1.55809 2.59259 -3.63931  -0.352
O -1.71028 -3.38061 2.56444  -0.153
H 4.07772 0.18197 -0.60624  0.068
N 2.35975 -0.43440 3.35728  0.141
H 0.41413 -6.41121 -1.82260  0.090
C -1.54576 -5.72572 2.62259  -0.618
H -5.67663 1.75387 2.71361  0.069
N 0.31179 -0.14420 1.97516  -0.127
H 2.53782 1.95904 3.25946  0.095
C 5.18785 1.97856 -2.56673  -0.198
H 3.47014 -3.35487 4.44687  0.089
C 5.88180 2.95661 -3.24858  -0.109
C 0.20442 -3.09089 -0.84051  -0.090

Here is C49H44N7O2P2PdS as an isolated structure at a distorted geometry from the OMol25 dataset. Energies are from ωB97M-V with the def2-TZVPD basis set.

Results
expectation value of S²	6.096
spin multiplicity	5
relative energy (zero: lowest compared OMol25 entry of this formula, charge and spin)	42.0	kJ/mol
HOMO level (alpha / beta)	-14.0 / -15.7	eV
total charge	+3

Last column: Mulliken spin population.
Geometry (Å):
C -0.82567 -3.43575 3.04356  0.009
C 0.00024 1.84183 2.02183  0.029
C -0.48363 -2.83971 -4.86064  0.013
H -0.07452 4.89266 -5.51999  0.000
C 2.33535 1.51814 2.64905  0.015
C -3.28029 2.08890 -2.80582  0.097
H 5.67068 0.76741 -2.55368  0.000
H 5.42646 2.86802 -1.84033  0.000
H -3.61543 2.24745 -3.83134  0.028
H -2.00446 3.05515 -0.30148  -0.022
C -2.54941 0.13793 -1.44804  0.306
C 1.08887 -2.03697 3.44497  0.004
C -4.65729 -0.94764 4.08874  0.005
C -0.93645 -3.39887 -0.02178  -0.014
H -5.18519 2.93425 -2.05738  -0.011
H 0.54544 2.86805 -4.46873  -0.002
H -1.45745 5.31935 -6.47072  -0.001
H 1.65993 -2.61464 -1.32483  0.000
C 0.26483 2.14554 -2.46307  0.371
H -3.53351 -4.17478 -4.20843  0.000
C 5.83912 0.04053 2.88198  -0.002
C 4.56808 2.72420 -1.19127  0.001
H -2.87779 4.17518 -2.33441  0.051
H -1.74379 -3.96344 0.44050  0.012
H -0.00054 -3.65087 0.47117  0.001
P -1.20950 -1.00488 -1.30669  0.316
C -4.42463 2.19325 -1.84447  0.269
C 2.84031 1.02782 -0.86548  0.002
H 7.17023 -1.55365 2.42174  0.000
H -2.09356 1.99697 1.55473  -0.023
H 5.50055 -2.86524 1.17073  0.000
C -2.41148 -0.90033 2.46331  -0.008
H 4.86394 2.83061 -0.14989  0.000
C 4.24806 -0.80768 -2.33170  0.001
H -3.48272 -0.02118 0.50791  0.140
C 1.52792 -2.93012 4.41806  0.001
H -2.40559 3.91419 3.08705  0.000
C 3.59453 -0.20557 1.96906  0.007
P -0.84514 -1.09698 1.60565  0.082
C -3.51134 -1.68330 2.10937  0.032
C -0.06858 -2.29509 2.72144  -0.003
C -3.47094 0.48684 -0.43458  0.251
C -4.47680 1.44327 -0.71514  -0.050
H -1.55090 0.38351 3.97506  0.003
H -0.50205 4.77089 4.41424  0.000
C -4.63494 -1.69920 2.92122  0.003
O -3.12004 4.27553 -4.92075  0.037
H 4.80627 -1.53451 -2.90103  0.000
H 1.14888 -4.77564 5.43694  0.000
H -3.50137 -2.27656 1.20297  0.004
S 3.81833 1.93412 3.38883  0.009
H -1.78167 -3.62104 2.57369  -0.001
H 0.28328 -2.83727 -5.62295  0.000
C 3.00865 -1.12521 -1.71336  -0.006
C 3.93064 -1.44077 1.41276  -0.001
H -5.53336 -0.96743 4.72269  0.000
C 5.21713 -1.90601 1.58225  -0.005
C 0.81054 -4.08150 4.67964  -0.001
C -1.51918 2.90270 -1.25858  0.088
N -1.22260 -1.94145 0.09564  0.176
C 6.16930 -1.16363 2.29976  0.002
H 3.18576 -2.02459 0.89076  0.000
H -0.89712 -3.67681 -1.07079  0.009
H 0.56506 -1.46822 -3.58544  0.035
H -1.75091 -4.20063 -5.91930  0.000
C -0.32543 -2.07087 -3.71349  0.069
H -1.88343 0.49708 -3.46621  -0.014
H 3.79589 3.45122 -1.42408  0.001
C -2.63505 -3.59127 -4.06113  0.006
C -2.54093 0.80555 -2.66313  0.327
C -2.49901 -2.81787 -2.92422  -0.003
N 4.04351 1.36485 -1.41665  -0.002
C -2.42117 -0.17566 3.65601  0.003
N 2.32981 -0.22017 -1.00878  0.029
C -3.55167 -0.19110 4.45772  -0.001
H 1.63450 -1.13324 3.28069  -0.009
N 2.51738 -2.36805 -1.79311  0.001
H -3.56451 0.37431 5.37933  0.000
N -1.06200 4.81608 -5.69049  0.013
C -0.12495 2.85658 -3.61774  -0.042
H 1.16202 1.54669 -2.47426  0.102
H 1.71190 3.70187 4.24516  0.000
C -0.37577 -4.32878 3.99286  0.001
C -1.90764 4.23966 -4.81541  0.003
H -5.29095 1.57050 -0.01355  0.010
C -1.32638 3.48912 -3.65421  0.307
H 2.42863 -2.71230 4.97590  0.000
C -1.32825 -2.06768 -2.74873  0.114
C -2.25906 3.29095 -2.49949  0.198
C 1.08741 2.26608 2.77626  -0.010
H -5.48844 -2.30439 2.64742  0.000
O 2.18969 1.87372 -0.21647  0.076
C -1.62910 -3.60094 -5.02754  -0.001
H 6.56388 0.59571 3.46168  0.001
H 3.00152 -3.08707 -2.30396  -0.001
C 0.88842 3.33829 3.64157  -0.002
N -0.40852 2.23540 -1.26373  0.016
N 2.34755 0.42654 1.93609  0.107
C 4.53511 0.50696 2.71309  0.009
C -0.35962 3.93809 3.74043  0.001
H -3.29818 -2.78431 -2.19310  0.004
C 4.72435 0.44110 -2.14390  0.002
H -0.96170 -5.20926 4.21864  0.000
C -1.25488 2.38782 2.11761  -0.007
Pd 0.51394 0.57035 0.57567  0.423
C -1.42738 3.46130 2.99199  0.009

Here is a 9-piece molecular cluster, C49H45BF8O5S2 overall from the OMol25 dataset. Energies are from ωB97M-V with the def2-TZVPD basis set.

Results
HOMO level	-9.1	eV

Last column: Löwdin charge in e.
Geometry (Å):
H -5.44451 -3.26803 8.05813  0.102
C -2.35177 0.33343 2.66864  -0.069
O 1.10557 2.27464 -3.78089  -0.387
H -7.17312 -2.99322 3.24679  0.119
C 2.78472 5.93544 -12.03651  -0.096
C 3.08906 2.24756 3.18654  -0.009
C -5.69982 -4.51904 2.99952  -0.292
C -4.48946 -2.80812 6.19366  -0.071
C 3.43586 -9.36752 2.37701  -0.087
C 2.57188 -6.74647 2.02057  -0.003
C 3.26699 4.72598 -9.62599  -0.279
F 3.53146 1.89002 5.46617  0.051
H 5.18162 5.66928 -9.63980  0.119
F -4.82775 -3.66260 2.42049  0.047
C 0.51188 7.03750 -4.87029  -0.277
H 2.19657 1.64230 3.27318  0.116
C 5.03870 3.21434 4.24563  -0.020
H 5.63046 3.34877 5.14057  0.116
S 1.32623 3.16694 -6.62973  0.818
F -2.02930 -6.42577 2.95863  0.040
H -5.39419 -2.91268 5.60899  0.094
H -3.26323 -2.32018 4.48507  0.099
H -1.25112 9.50731 -7.18917  0.101
F 3.50592 4.12937 -8.43209  0.012
C -7.46943 -6.24432 4.19363  -0.096
H -5.95015 -7.73461 3.92237  0.106
B 1.66366 3.23724 -1.62037  -0.652
C -0.15383 6.54455 -5.97043  -0.022
C 1.50541 1.87821 -2.43427  -0.102
C 3.46284 2.83219 1.98460  -0.072
H 4.89141 4.06066 0.96626  0.098
C -6.92764 -4.03520 3.40295  -0.033
C -0.93861 1.13887 0.94326  -0.268
O 2.06843 0.40933 -5.06675  -0.385
C 4.24845 5.52787 -10.16706  -0.014
H 1.51574 -9.71454 3.26977  0.101
C -6.22639 -6.69884 3.77535  -0.075
H 1.33645 -2.50692 2.60174  0.107
C -2.77283 1.63361 2.91280  -0.088
H 2.41947 1.28295 -2.46969  0.113
O 0.35932 1.94319 -6.02926  -0.793
H -0.15719 5.47898 -6.15424  0.068
C -3.30346 -2.47695 5.55446  -0.012
C 0.57279 8.37967 -4.56600  -0.016
C -0.00407 -3.80008 1.53611  -0.095
H -0.90705 3.23920 0.55586  0.106
O 0.55890 3.98063 -1.28957  0.157
C -0.75213 8.80761 -6.53269  -0.095
C 3.88835 2.45400 4.29167  -0.288
H 0.86555 -3.53928 4.79556  0.106
H 2.13182 2.41302 -7.37245  -0.120
H -2.58595 3.69484 2.34713  0.106
H -1.08507 -0.93045 1.45716  0.104
C -0.90810 -4.85016 1.62202  -0.013
F 1.14000 6.15651 -4.04912  0.046
C -0.53484 -4.95181 4.01319  -0.020
H 0.87109 4.96823 -11.96091  0.105
H 3.60180 3.24125 -1.66010  0.118
H -3.49740 1.83009 3.69147  0.102
F 4.63980 -6.24923 1.02372  0.053
C -1.42463 0.07444 1.67016  -0.006
C -2.25972 2.68042 2.15897  -0.076
H 5.26780 -8.71486 1.42982  0.116
H -4.35321 -6.16918 2.83566  0.100
H 1.31655 3.86745 -9.77064  0.102
C -5.32556 -5.83551 3.16824  -0.007
C 4.61339 3.60332 1.90613  -0.090
C 2.05310 4.50514 -10.24089  -0.019
C -4.51637 -3.00973 7.56654  -0.091
H 0.75656 -7.38110 2.94530  0.089
H -0.76454 -5.41435 4.96381  0.125
C 0.37004 -3.90555 3.90799  -0.084
H 0.72607 1.28698 -1.96554  0.092
C 5.39798 3.79031 3.03538  -0.084
C 1.74210 -7.68330 2.61862  -0.072
C -2.16261 -2.34672 6.31921  -0.284
H 2.25759 -5.72107 1.87708  0.105
C -1.15207 -5.39857 2.86375  -0.301
S 0.81912 1.03132 -4.75344  0.852
H 0.26400 4.53966 -2.01843  0.110
H -3.36716 -3.03074 9.37780  0.105
H -8.16609 -6.92461 4.66436  0.100
C 1.81783 5.12342 -11.46070  -0.080
C -7.81688 -4.91450 4.00430  -0.086
F -0.02687 0.89165 -0.03123  0.041
C 3.99598 6.13440 -11.38909  -0.082
H 1.10846 8.71209 -3.68747  0.118
F -1.00606 -2.01007 5.70831  0.048
H -1.23467 -2.42947 8.24003  0.118
C -0.79325 7.44741 -6.80638  -0.077
C -0.06980 9.26890 -5.41563  -0.084
H -8.78620 -4.55541 4.32432  0.104
O 2.87423 3.66978 -1.19746  0.192
H 0.20012 -3.35024 0.57281  0.108
C -1.32680 2.44303 1.15841  -0.004
H -1.41500 -5.24062 0.75026  0.121
H 4.75278 6.76550 -11.83574  0.105
C -2.15590 -2.54185 7.68495  -0.016
C 4.27810 -8.44549 1.77196  -0.020
C -3.35015 -2.87755 8.30677  -0.084
C 0.63472 -3.32717 2.67466  -0.099
H 3.77526 -10.38540 2.51749  0.103
C 2.16877 -8.99126 2.80042  -0.093
H 6.29698 4.39005 2.97827  0.103
H -0.03388 10.32862 -5.20090  0.105
H 2.84966 2.69275 1.10646  0.087
H -1.32465 7.08264 -7.67532  0.106
C 3.82418 -7.15259 1.60908  -0.283
H -2.74385 -0.48480 3.25634  0.085
H 2.59475 6.41287 -12.98811  0.101